The following is a DFT calculation (ωB97M-V/def2-TZVPD) of a molecular structure, C55H54NO4OsP2S2Si.

XYZ file:
```
120
Properties=species:S:1:pos:R:3
Os 0.222 0.032 0.128
O -2.034 -0.805 2.624
C -3.128 -1.519 2.225
C -4.019 -2.119 3.110
C -5.091 -2.836 2.607
C -5.271 -2.962 1.235
C -4.350 -2.401 0.371
C -3.244 -1.697 0.850
P -1.890 -1.198 -0.311
C -3.074 -0.543 -1.574
C -3.314 -1.084 -2.832
C -4.314 -0.568 -3.647
C -5.100 0.482 -3.210
C -4.881 1.020 -1.950
C -3.879 0.513 -1.144
C -1.514 -2.888 -0.945
C -1.850 -4.039 -0.237
C -1.542 -5.297 -0.735
C -0.900 -5.428 -1.953
C -0.533 -4.289 -2.656
C -0.818 -3.035 -2.145
C -2.048 0.241 3.509
C -3.163 0.588 4.265
C -3.062 1.617 5.183
C -1.863 2.287 5.337
C -0.792 1.973 4.515
C -0.859 0.972 3.546
P 0.549 0.742 2.293
C 1.734 -0.117 3.402
C 1.307 -0.879 4.488
C 2.226 -1.485 5.329
C 3.585 -1.327 5.101
C 4.019 -0.559 4.032
C 3.100 0.044 3.186
C 1.251 2.452 2.320
C 2.062 2.906 3.366
C 2.516 4.211 3.401
C 2.169 5.095 2.391
C 1.387 4.653 1.342
C 0.947 3.340 1.298
H -3.862 -2.028 4.174
H -5.788 -3.301 3.291
H -6.119 -3.505 0.842
H -4.472 -2.533 -0.697
H -2.744 -1.926 -3.194
H -4.476 -1.001 -4.625
H -5.876 0.886 -3.849
H -5.474 1.852 -1.593
H -3.731 0.938 -0.158
H -2.349 -3.967 0.718
H -1.803 -6.174 -0.157
H -0.665 -6.410 -2.343
H 0.000 -4.374 -3.594
H -0.481 -2.164 -2.683
H -4.102 0.079 4.127
H -3.929 1.893 5.771
H -1.766 3.082 6.065
H 0.101 2.563 4.604
H 0.252 -1.005 4.684
H 1.876 -2.088 6.157
H 4.303 -1.805 5.755
H 5.074 -0.428 3.834
H 3.469 0.638 2.359
H 2.367 2.235 4.155
H 3.161 4.531 4.210
H 2.535 6.114 2.410
H 1.136 5.319 0.527
H 0.374 3.001 0.446
O 3.762 2.842 1.212
S 4.092 1.895 0.167
O 4.543 2.467 -1.083
O 4.864 0.752 0.637
S 2.268 1.022 -0.606
C 1.831 -4.029 -0.156
C 1.901 -2.781 0.757
C 3.353 -2.279 0.689
C 1.084 -1.656 0.134
C 1.478 -3.275 2.126
C 2.357 -4.010 2.920
C 1.935 -4.588 4.105
C 0.619 -4.451 4.522
C -0.263 -3.722 3.740
C 0.171 -3.143 2.558
H 2.120 -3.766 -1.175
H 0.828 -4.454 -0.172
H 2.518 -4.794 0.209
H 3.557 -1.823 -0.282
H 4.039 -3.117 0.829
H 3.562 -1.517 1.426
H 1.188 -1.864 -0.960
H 3.390 -4.119 2.618
H 2.641 -5.142 4.711
H 0.287 -4.905 5.448
H -1.292 -3.593 4.050
H -0.509 -2.556 1.959
C 0.294 0.457 -3.131
Si -0.350 2.092 -2.418
C -1.693 2.483 -3.709
C 0.895 3.504 -2.542
N -0.914 1.787 -0.792
C -1.842 2.597 -0.196
C -2.400 3.752 -0.785
C -3.353 4.509 -0.130
C -3.786 4.187 1.152
C -3.233 3.069 1.762
C -2.312 2.290 1.093
H 1.085 0.656 -3.855
H -0.525 -0.060 -3.635
H 0.754 -0.226 -2.424
H -1.325 2.142 -4.680
H -1.905 3.546 -3.806
H -2.627 1.964 -3.513
H 0.442 4.393 -2.985
H 1.762 3.224 -3.142
H 1.296 3.755 -1.558
H -2.057 4.085 -1.751
H -3.747 5.390 -0.625
H -4.512 4.803 1.666
H -3.528 2.786 2.767
H -1.900 1.404 1.553
```

The charge is -1. The calculation puts the molar mass at 1137.4 g/mol. The lowest unoccupied orbital energy comes out at 2.055 eV. The value obtained for the energy is -118187.8354 eV. The value obtained for the HOMO-LUMO gap is 6.50 eV.

---

The following is a DFT calculation (ωB97M-V/def2-TZVPD) of a molecular structure, C35H32N2NiO4P2S at a distorted geometry.

XYZ file:
```
77
Properties=species:S:1:pos:R:3
Ni -0.029 0.192 -0.174
O 2.902 -0.822 -2.906
C 2.194 -0.520 -1.963
O 0.965 -0.200 -2.010
C 2.783 -0.449 -0.544
C 4.129 -0.506 -0.219
C 4.492 -0.349 1.111
C 3.518 -0.100 2.072
C 2.192 -0.053 1.663
N 1.865 -0.249 0.394
C 0.971 0.310 2.543
O 1.115 0.456 3.742
O -0.106 0.454 1.880
H 4.848 -0.654 -1.009
H 5.534 -0.401 1.393
H 3.766 0.068 3.110
C -6.241 0.204 -5.441
S -6.461 -1.362 -4.545
C -5.973 -0.815 -2.877
C -4.465 -0.833 -2.676
C -4.072 -0.107 -1.391
N -2.632 -0.082 -1.190
P -1.702 -1.339 -0.462
C -3.012 -2.323 0.350
C -3.496 -1.886 1.580
C -4.555 -2.537 2.186
C -5.137 -3.635 1.574
C -4.632 -4.096 0.368
C -3.577 -3.444 -0.249
C -1.067 -2.407 -1.794
C -1.108 -2.050 -3.135
C -0.408 -2.796 -4.066
C 0.338 -3.888 -3.658
C 0.401 -4.235 -2.318
C -0.292 -3.492 -1.384
P -1.667 1.346 -1.138
C -1.612 2.047 -2.819
C -0.340 2.408 -3.252
C -0.161 3.037 -4.470
C -1.260 3.309 -5.267
C -2.531 2.949 -4.846
C -2.712 2.320 -3.626
C -2.664 2.538 -0.201
C -2.642 3.896 -0.500
C -3.301 4.786 0.328
C -3.980 4.328 1.445
C -3.974 2.980 1.761
C -3.300 2.089 0.952
H -6.750 0.092 -6.391
H -5.185 0.403 -5.605
H -6.706 1.003 -4.870
H -6.465 -1.494 -2.184
H -6.386 0.186 -2.733
H -3.977 -0.350 -3.523
H -4.115 -1.864 -2.630
H -4.554 -0.598 -0.538
H -4.428 0.927 -1.428
H -3.020 -1.044 2.063
H -4.920 -2.204 3.146
H -5.968 -4.142 2.045
H -5.058 -4.976 -0.090
H -3.186 -3.806 -1.190
H -1.656 -1.172 -3.441
H -0.410 -2.504 -5.106
H 0.907 -4.448 -4.383
H 1.023 -5.060 -2.006
H -0.218 -3.721 -0.328
H 0.507 2.170 -2.624
H 0.830 3.321 -4.787
H -1.134 3.818 -6.212
H -3.387 3.186 -5.462
H -3.708 2.047 -3.309
H -2.102 4.252 -1.368
H -3.283 5.841 0.097
H -4.498 5.025 2.087
H -4.488 2.619 2.639
H -3.241 1.042 1.213
```

The charge is 0. The calculation puts the molar mass at 697.4 g/mol. The lowest unoccupied orbital energy (spin up / spin down) comes out at 0.025 / -0.683 eV. The value obtained for the energy is -118443.4954 eV. Its expectation value of S² is 2.010. The value obtained for the HOMO-LUMO gap (spin up / spin down) is 8.61 / 8.09 eV. Its spin multiplicity is 3.

---

The following is a DFT calculation (ωB97M-V/def2-TZVPD) of a molecular structure, C23H39Cl2N4O4Pt at a distorted geometry.

XYZ file:
```
73
Properties=species:S:1:pos:R:3
O -2.436 0.321 -0.567
C -2.388 0.073 -1.867
C -3.182 -1.213 -2.208
C -3.165 -2.284 -1.315
H -2.544 -2.174 -0.420
C -3.875 -3.454 -1.575
H -3.811 -4.284 -0.862
C -4.671 -3.521 -2.726
H -5.278 -4.405 -2.912
C -4.715 -2.447 -3.624
H -5.343 -2.495 -4.522
C -3.965 -1.294 -3.361
H -3.965 -0.447 -4.053
H -2.842 0.887 -2.476
C -0.373 1.390 -3.112
C -0.769 0.096 -2.411
H -0.490 1.309 -4.207
H 0.684 1.629 -2.898
H -1.010 2.198 -2.722
C -0.284 -1.125 -2.935
C 0.718 -1.269 -4.001
H -0.709 -2.054 -2.566
H 0.269 -1.624 -4.944
H 1.475 -2.010 -3.721
H 1.230 -0.324 -4.208
Pt 0.248 -0.054 -0.586
Cl 0.009 -2.325 -0.324
Cl 2.456 0.063 -1.329
H -4.607 -1.437 2.847
H -2.409 -2.181 3.988
C -3.997 -1.514 1.936
C -1.845 -1.986 3.064
N -2.623 -1.136 2.189
H -4.402 -0.845 1.174
C -2.194 0.110 1.871
O -1.015 0.489 1.917
H -0.894 -1.508 3.300
H -3.031 0.761 1.561
H -4.042 -2.546 1.572
H -1.660 -2.948 2.570
H 1.314 5.137 0.598
H -1.278 5.618 1.324
C 0.791 4.753 -0.292
C -1.560 4.987 0.474
N -0.458 4.103 0.101
H 1.432 4.043 -0.825
C -0.577 2.784 0.082
O 0.379 2.066 -0.367
H -2.431 4.377 0.740
H -1.532 2.362 0.452
H 0.551 5.612 -0.929
H -1.815 5.644 -0.366
C 2.988 1.998 2.587
N 3.747 0.797 2.445
C 5.157 0.854 2.725
C 5.716 -0.540 2.855
C 5.260 -1.364 1.673
N 3.816 -1.389 1.643
C 3.191 -2.466 0.933
C 3.060 -0.282 1.949
O 1.828 -0.216 1.778
H 2.103 1.821 3.208
H 2.646 2.364 1.609
H 3.624 2.753 3.059
H 5.684 1.393 1.916
H 5.293 1.430 3.649
H 5.366 -1.006 3.787
H 6.806 -0.487 2.895
H 5.600 -2.399 1.762
H 5.657 -0.934 0.739
H 3.050 -2.213 -0.127
H 3.830 -3.349 1.010
H 2.211 -2.671 1.373
```

The charge is -1. The calculation puts the molar mass at 701.6 g/mol. The lowest unoccupied orbital energy (spin up / spin down) comes out at 2.509 / 2.507 eV. The value obtained for the energy is -66926.2965 eV. Its expectation value of S² is 2.033. The value obtained for the HOMO-LUMO gap (spin up / spin down) is 5.56 / 6.55 eV. Its spin multiplicity is 3.

---

- What is the formula in the third record?
  C23H39Cl2N4O4Pt